{
  "formula": "C4H7O2Sm",
  "method": "wB97M-V/def2-TZVPD",
  "e_homo_ha": [-0.384, -0.385],
  "spin_multiplicity": 7,
  "total_charge": 1,
  "de_lowest_kcal_mol": 67.57,
  "species": ["O", "C", "H", "C", "H", "H", "H", "C", "Sm", "C", "H", "H", "H", "O"],
  "xyz": [[-2.26372, 0.92221, 0.46719], [2.52501, 0.42606, -0.56665], [3.60503, 1.99396, -0.37718], [-2.86231, -0.24401, 0.54874], [-3.96071, -0.18373, 0.61851], [2.67950, 0.33312, -1.64519], [0.91779, -0.58283, -0.83870], [-2.30105, -1.45021, 0.27246], [-0.21533, 1.93454, 0.16955], [1.42389, -0.10449, 0.06676], [-2.76499, -2.34520, 0.69052], [-1.68505, -1.55173, -0.62719], [1.49969, -0.31725, 1.13921], [3.40226, 1.16957, 0.08195]],
  "lowdin_spin": [-0.025, -0.006, 0.000, 0.001, -0.001, 0.000, 0.001, -0.006, 6.037, 0.000, 0.000, 0.000, 0.001, -0.001]
}


{
  "formula": "C48H59F48N4O8",
  "method": "wB97M-V/def2-TZVPD",
  "e_homo_ha": -0.397,
  "total_charge": 1,
  "species": ["H", "C", "C", "H", "H", "H", "H", "C", "C", "F", "C", "F", "C", "F", "H", "C", "C", "F", "C", "C", "C", "C", "F", "H", "C", "H", "F", "H", "C", "C", "H", "H", "F", "F", "H", "C", "F", "F", "F", "C", "H", "F", "F", "H", "N", "C", "F", "F", "F", "H", "F", "F", "H", "F", "H", "F", "C", "F", "H", "H", "F", "F", "F", "H", "C", "C", "F", "F", "H", "F", "F", "C", "C", "C", "H", "H", "C", "C", "F", "H", "H", "F", "H", "H", "H", "N", "H", "C", "H", "F", "F", "C", "F", "F", "O", "C", "O", "F", "H", "C", "C", "F", "O", "H", "C", "F", "O", "H", "F", "C", "H", "H", "F", "F", "C", "N", "H", "H", "H", "N", "F", "C", "H", "F", "O", "C", "H", "H", "F", "H", "F", "H", "H", "H", "H", "C", "H", "H", "H", "C", "C", "C", "H", "F", "C", "O", "H", "O", "H", "H", "F", "C", "C", "C", "C", "H", "F", "H", "H", "H", "F", "C", "O", "H", "C", "H", "C"],
  "xyz": [[-1.47492, -4.63222, 8.81827], [10.80874, 1.64915, 0.26869], [0.18117, 4.77511, -8.31137], [-0.01556, 4.64987, 2.45362], [0.05229, 3.07493, 5.08203], [-4.61366, 1.17254, 5.39547], [-6.14223, -0.79748, 3.43612], [-0.58470, -3.96729, 6.43335], [0.08301, -4.11688, -0.40630], [-1.72901, -2.65572, -0.69333], [3.69974, -0.53754, -4.54195], [-0.68062, -8.68072, 0.51055], [1.32797, -1.09328, -3.69234], [5.40650, 1.21005, -2.27739], [-2.77287, -0.32566, 3.35005], [4.35371, -0.56213, -1.11136], [2.03765, 4.25817, 3.36274], [6.20303, 0.51079, 0.90319], [-1.81876, -7.15530, -0.93011], [-0.66503, 2.42588, -7.66249], [2.61360, -1.60401, -4.33181], [-6.82898, 0.88272, 4.58750], [0.47337, -5.38104, -0.12125], [-7.06223, 0.35213, 2.51752], [1.24163, 3.11111, -4.81777], [-3.17733, 6.17358, 5.48460], [0.40920, -8.16521, 8.50715], [0.49905, 4.45590, -9.30801], [4.41311, 0.28502, -2.38646], [0.96365, 0.69418, 1.67522], [5.31804, -1.03683, -0.90925], [-1.57416, -4.96796, -2.37170], [-4.35106, 0.60980, -7.82523], [3.27668, 0.98689, -2.60933], [-3.85827, 1.56422, 3.31087], [-1.57437, -7.65761, 0.49644], [-1.54981, -7.23708, 6.79678], [1.25177, 4.73826, -7.48420], [0.94121, -6.19972, 7.75394], [-3.54570, -0.18080, -8.57365], [-4.86491, 6.14665, 2.14391], [-1.96485, -4.20681, 0.81347], [-0.18813, 6.08158, -8.39835], [-2.67947, 2.35959, 4.96280], [-2.53799, 5.10235, 3.71033], [-0.59972, 0.11034, 3.90182], [-2.01304, 4.03901, -8.69134], [3.41852, -1.54327, -1.20391], [-0.85797, -2.65720, 6.18162], [4.38444, 2.31342, 3.95292], [-0.67636, -6.82717, -1.57897], [-4.22800, -2.27986, -7.64699], [-2.50401, -8.00558, 0.95557], [0.31907, -5.92512, 5.39392], [8.99429, 1.91949, -1.61736], [2.55870, 3.27051, -4.52509], [-5.46478, 3.25539, 4.96150], [-2.39778, -8.14032, -1.67096], [4.33861, 3.37121, 2.28844], [0.04727, 2.07247, -8.41711], [2.30286, -2.11098, -5.56708], [11.26080, 1.92584, 2.59610], [-6.10351, -0.78812, -7.10912], [2.46575, 4.88142, 2.43980], [-3.64661, 5.42691, 4.68671], [-4.09115, 3.99656, 5.42751], [-7.64150, -0.90952, -10.30677], [11.97880, 2.22516, -0.12320], [-3.09032, 3.40423, 2.42317], [1.53354, -0.58649, -2.45433], [1.48190, 0.89773, -5.62514], [1.65249, 2.20643, 1.54603], [0.08875, -4.59878, 5.21074], [1.04742, 2.13730, -5.98441], [-3.03434, -4.24165, -1.78606], [6.77286, 1.98519, -0.29847], [-5.34822, 1.65992, 4.62366], [-1.38526, -6.68773, 8.03003], [7.16648, -0.28105, -1.55303], [-7.65864, 1.71517, 4.55625], [0.85640, -0.32399, -4.31044], [7.97185, 1.71486, 1.27060], [1.88874, 2.02721, 3.89103], [2.67966, 4.51779, 4.31061], [0.49264, -1.47421, 5.12371], [-0.34466, 3.83922, 4.47338], [4.13309, 1.45873, 2.22573], [3.92343, 2.43962, 2.87298], [-5.67148, 1.02299, -9.55059], [-6.09219, -2.24807, -9.57201], [0.63756, -3.32252, 0.54883], [-7.08751, -0.71871, -8.03577], [-8.01237, -1.65076, -7.67975], [1.29684, -4.02761, 4.96572], [-1.84061, -4.56878, 6.74851], [-1.89878, -5.23959, 8.01009], [-0.32313, 1.97391, -6.34956], [0.75901, 4.34699, -5.11013], [-2.42541, -2.04584, -8.45159], [-0.97605, 3.92422, -7.80200], [-1.43341, -3.96513, -0.41491], [-1.45547, 4.39301, -6.61872], [-4.60422, 4.89495, 0.41364], [0.14974, -6.50075, 9.55825], [9.19120, 0.87508, -1.34874], [-1.05799, -6.68320, 1.28994], [10.48114, 0.70866, -0.75434], [0.82863, 2.97287, 1.22471], [9.88934, 2.64338, 0.27102], [-2.16372, -4.82437, -1.45873], [0.59696, 0.36653, 0.59064], [-1.16968, 1.68078, 2.23810], [4.01452, 0.19390, -0.03474], [-2.60930, -1.22581, -6.64262], [10.98895, 0.99660, 1.64301], [-6.93042, -0.11004, 3.44362], [-1.59556, 1.89275, -7.89610], [2.46894, 2.15960, 0.69235], [-4.60664, 5.99312, 4.33002], [-2.75469, 3.30924, 5.38318], [0.20260, -3.97607, 7.53511], [0.45894, 4.70001, 3.52354], [0.51577, -3.82646, -1.36787], [1.76371, 2.47672, -7.08237], [4.72730, -0.48193, -3.54900], [-4.22122, 5.29272, 1.65707], [-2.01774, 4.71220, 1.59219], [-7.56509, 0.26268, -7.96481], [0.43196, -2.10636, -3.54521], [1.67450, -0.02122, 4.60983], [8.46670, -0.84885, 0.09590], [3.28070, 0.45269, -4.75543], [-2.97105, -5.28742, 8.23952], [0.72935, 2.75562, -3.91927], [-5.83275, 3.79730, 3.96661], [-1.72498, 4.07431, 4.52493], [-4.27027, 4.23679, 6.57134], [0.39692, 5.84474, 3.85518], [-6.29011, 3.45123, 5.77674], [-2.11806, -0.45806, 4.31075], [2.27279, 2.67771, 2.99597], [-0.37797, 0.89182, 2.64991], [-2.52883, 0.11397, 5.24681], [-2.43142, 0.55901, -8.82949], [0.04520, -6.85454, 8.52862], [-4.85468, 1.57177, 3.20853], [0.31987, 0.17276, 6.02510], [-4.15766, -0.40674, -9.84364], [11.80489, 0.26849, 1.62874], [-6.97237, 0.24471, 5.58355], [3.13889, -2.64455, -3.63103], [-6.57630, -0.98326, -9.44690], [-5.52044, 0.01335, -9.95001], [-2.92213, 4.56521, 2.34788], [7.21745, 1.17429, 0.28550], [-2.05958, -1.62777, 4.51792], [9.86258, 0.35114, 2.04358], [-5.68476, 0.12071, -11.02989], [4.23053, -0.81242, -5.46248], [9.27100, 0.35671, -2.31290], [-2.21209, -7.39663, 8.86267], [-3.15174, -1.47914, -7.86218], [-2.72295, -6.05165, -0.98334], [1.72408, -0.07497, 2.13589], [0.59959, -0.29691, 4.98523], [-0.53283, -4.48714, 4.31784], [8.01448, 0.22670, -0.60300]],
  "mulliken_charge": [0.314, 0.766, 0.087, 0.017, 0.420, 0.030, 0.267, 0.458, 0.326, -0.287, -0.874, -0.255, 0.492, -0.238, 0.287, 0.152, -1.160, -0.290, 0.745, -0.255, 1.185, -0.710, -0.228, 0.286, 0.455, 0.320, -0.277, 0.285, 0.818, -0.171, 0.038, 0.390, -0.279, -0.206, 0.005, 0.189, -0.257, -0.195, -0.194, 0.826, 0.244, -0.261, -0.285, -0.054, 0.038, 0.681, -0.325, -0.184, -0.140, 0.341, -0.264, -0.219, 0.243, -0.219, 0.348, -0.265, -0.779, -0.298, 0.292, 0.402, -0.329, -0.254, -0.197, 0.338, -0.700, 0.048, -0.328, -0.297, -0.120, -0.139, -0.199, -0.423, 0.444, 0.343, 0.453, 0.242, 0.662, 0.856, -0.202, 0.315, -0.132, -0.256, -0.219, 0.288, -0.118, 0.105, 0.148, -1.085, 0.313, -0.269, -0.221, 0.092, -0.284, -0.248, -0.358, -0.695, -0.339, -0.249, 0.239, 0.802, 0.961, -0.297, -0.475, 0.288, -0.929, -0.194, -0.405, 0.335, -0.267, -0.892, 0.069, 0.006, -0.136, -0.238, 0.186, -0.618, 0.015, 0.024, 0.299, -0.159, -0.317, -0.245, -0.010, -0.331, -0.375, -0.141, 0.292, 0.280, -0.319, 0.267, -0.304, 0.208, 0.416, 0.240, 0.277, -0.135, 0.414, 0.381, 0.377, -0.891, 0.935, -0.142, 0.064, -0.430, 0.076, -0.483, 0.307, -0.373, 0.245, 0.279, -0.282, 0.842, -0.666, 0.529, 0.308, 0.310, -0.194, 0.438, 0.507, 0.469, -0.331, 0.207, -0.421, 0.207, -0.673, 0.222, 0.783]
}


{
  "formula": "C37H46AsCoN4O2PSSi2",
  "method": "wB97M-V/def2-TZVPD",
  "e_homo_ha": [-0.235, -0.233],
  "spin_multiplicity": 2,
  "de_lowest_kcal_mol": 9.63,
  "species": ["C", "H", "As", "H", "H", "C", "C", "H", "C", "C", "H", "H", "H", "H", "H", "H", "H", "H", "H", "Co", "C", "H", "H", "H", "C", "C", "H", "C", "H", "H", "C", "C", "H", "C", "C", "H", "S", "H", "C", "C", "N", "C", "N", "H", "H", "H", "H", "H", "H", "H", "H", "C", "H", "H", "C", "C", "C", "H", "H", "C", "C", "H", "O", "C", "C", "C", "H", "H", "C", "C", "Si", "C", "C", "C", "C", "H", "H", "P", "C", "N", "H", "N", "H", "Si", "H", "C", "C", "H", "O", "C", "H", "C", "H", "C", "H"],
  "xyz": [[-2.90971, 4.38779, 0.34114], [-3.03317, -1.55692, 6.84308], [2.28639, 0.20815, 0.28079], [-5.22731, -0.12632, 3.45200], [-5.94548, -2.84635, 0.23944], [-1.33814, -1.93811, 0.44359], [-3.81946, -2.61249, 0.31713], [-3.44108, 5.16574, -0.19004], [-1.29956, 1.04471, -2.14199], [2.36530, -2.74225, -5.27542], [1.01273, 1.72492, 3.35429], [4.64385, -3.47646, 0.56973], [-2.76515, 5.51333, 2.15964], [-6.37044, -0.50772, -0.42537], [-2.82947, 1.05528, -5.16178], [4.83266, 2.73856, 0.51518], [1.78824, -1.06242, 2.59216], [-1.50127, 3.75313, 3.35635], [2.53195, -0.96248, -4.03504], [0.04141, -0.80784, 0.36280], [-2.52671, 4.58304, 1.66119], [-3.61459, -3.62247, 0.64451], [1.06307, 2.48861, -4.09721], [6.45649, -1.16632, -0.25292], [-0.42053, -2.40400, -4.83033], [1.83713, -1.42000, -4.73892], [3.24672, -2.58452, -5.89710], [-4.25879, -0.83275, 5.23245], [-2.87326, 3.06722, -1.34234], [-4.51446, 1.08379, -0.72863], [-1.91651, -1.19304, 5.04353], [-2.05838, 1.22042, -4.41912], [-3.21213, 0.35719, -2.83666], [-0.86507, 1.82471, -4.77813], [0.21376, -1.24915, 3.85835], [2.13029, -1.91415, 4.08633], [-0.29587, -1.65052, 5.49056], [1.65733, -0.72210, -5.56060], [-1.90667, 2.20378, 0.37327], [-4.30822, 0.05482, -0.45889], [-0.70408, -0.80679, 3.05571], [4.45392, 2.63704, 1.53132], [0.48197, -1.64713, -1.59672], [5.91950, 0.51023, -0.13340], [-0.70226, 2.13323, -5.80327], [5.85784, -0.61343, 2.53585], [-3.18256, -0.08208, 2.09929], [3.59773, -2.96094, -0.75599], [5.07729, 1.91292, 2.05135], [-0.44730, -4.19741, -6.04495], [2.08083, 3.07339, 3.76424], [4.83814, -0.99751, 2.51734], [1.83108, 4.48275, 1.18752], [0.46971, -4.34882, -4.52660], [3.79367, -2.84296, 0.30960], [-5.35265, -0.84415, -0.27859], [0.22515, -3.67664, -5.36166], [2.63569, -3.40545, -4.44127], [0.62928, 3.33566, 0.61120], [-1.82143, 3.59781, 2.33483], [-1.92783, -0.76949, 3.70736], [-0.75092, -1.77224, -5.65923], [-0.73871, -2.91397, 0.83902], [-2.77616, -1.70482, 0.14431], [-2.27663, 0.83151, -3.10303], [0.52036, -1.65095, -2.74984], [2.91695, -3.21414, 0.83918], [4.57132, 3.59825, 2.03266], [-2.59745, 3.20298, -0.30457], [-3.13953, -0.39543, 3.13367], [2.63417, 2.14057, 1.51519], [-3.00421, -0.37516, -0.25735], [-0.08754, 1.63313, -2.51287], [-4.28960, -0.42424, 3.89997], [-1.50638, 2.41312, 1.68995], [4.23990, -0.36878, 3.17344], [-0.92464, 1.65157, 2.19440], [-1.44756, 0.61659, -0.37879], [1.69856, 3.53804, 0.65944], [0.56263, -1.64811, -4.05899], [4.86743, -2.00141, 2.94508], [1.50417, -1.35997, 3.53008], [-1.27821, -2.62312, -4.19367], [4.17450, -1.04453, 0.73098], [-5.16866, -0.84829, 5.81439], [-3.06665, -1.22884, 5.81365], [-5.11505, -2.16995, 0.09793], [5.30224, -0.51215, -1.42575], [1.39687, -3.37149, -6.09393], [2.03979, 2.08461, 3.30608], [0.70033, 1.75018, -1.77691], [5.59960, -0.50250, -0.37757], [2.06246, 3.66592, -0.36144], [0.12248, 2.02866, -3.82268], [2.64456, 1.40792, 3.90708]],
  "lowdin_spin": [0.000, 0.000, -0.006, 0.000, 0.000, -0.080, -0.003, 0.000, -0.004, 0.000, 0.000, 0.000, 0.000, 0.000, 0.000, 0.000, 0.001, 0.000, 0.000, 1.142, 0.000, 0.000, 0.000, 0.000, 0.000, 0.000, 0.000, 0.000, 0.000, 0.000, 0.001, 0.000, 0.000, 0.000, 0.001, 0.000, 0.001, 0.000, -0.002, 0.001, 0.017, 0.000, 0.017, 0.000, 0.000, 0.000, 0.000, 0.000, 0.000, 0.000, 0.000, 0.000, 0.000, 0.000, 0.000, 0.000, 0.000, 0.000, 0.000, 0.000, 0.001, 0.000, -0.055, -0.016, -0.001, 0.004, 0.000, 0.000, 0.000, 0.000, 0.001, 0.002, -0.001, 0.000, 0.000, 0.000, 0.001, -0.020, 0.000, 0.003, 0.000, 0.000, 0.000, -0.002, 0.000, 0.000, -0.001, 0.000, 0.000, 0.000, 0.000, -0.001, 0.000, 0.000, 0.000]
}


{
  "formula": "C5H6N2OS3",
  "method": "wB97M-V/def2-TZVPD",
  "e_homo_ha": -0.318,
  "de_lowest_kcal_mol": 88.24,
  "species": ["C", "H", "S", "S", "C", "C", "C", "H", "O", "C", "N", "H", "H", "S", "H", "N", "H"],
  "xyz": [[0.51293, 1.14909, 0.00900], [4.38430, -2.03944, 0.07102], [-2.44724, 1.81776, 0.16354], [2.94222, 0.02660, 0.12320], [3.22962, -1.81474, 0.09459], [-3.93245, 0.71320, -0.11752], [1.23577, -0.01226, -0.00047], [2.94888, -2.33721, -0.88207], [2.29088, 2.36133, 0.07817], [-1.26031, 0.63168, -0.02253], [-1.27488, -0.65843, -0.03796], [-4.27193, 0.82777, -1.16167], [2.68075, -2.33007, 0.86568], [0.17942, -1.39798, 0.02811], [-4.87923, 1.04426, 0.45171], [1.05017, 2.31801, 0.23316], [-3.38890, -0.29956, 0.10403]],
  "mulliken_charge": [-0.224, 0.289, -0.062, 0.176, -0.994, -0.727, 0.578, 0.351, -0.449, 0.537, -0.534, 0.265, 0.343, 0.000, 0.315, -0.133, 0.268]
}